The ion C5H13N4 with charge +1 at a distorted geometry, computed with wB97M-V/def2-TZVPD.

Structure (ORCA input):
```
! wB97M-V def2-TZVPD RIJCOSX def2/J DEFGRID3
* xyz 1 1
C 1.992 -1.587 -0.101
C 0.765 -0.690 -0.204
C -0.425 -1.275 -0.055
C -1.669 -0.462 0.213
N -2.033 0.205 -1.041
N -1.447 0.548 1.236
C 1.013 0.777 -0.146
N 0.249 1.560 -0.845
N 2.123 1.237 0.417
H 2.413 -1.786 -1.154
H 1.677 -2.530 0.287
H 2.874 -1.047 0.258
H -0.656 -2.419 0.062
H -2.537 -1.042 0.398
H -2.542 -0.511 -1.598
H -2.814 0.949 -0.924
H -1.070 0.194 2.110
H -2.228 1.088 1.403
H 0.126 2.547 -0.761
H -0.620 1.126 -1.188
H 2.411 2.244 0.327
H 2.398 0.875 1.304
*
```

The total energy comes out at -417.07835 Ha.

---

The ion C5H13N4O with charge +1 at a distorted geometry, computed with wB97M-V/def2-TZVPD.

Structure (ORCA input):
```
! wB97M-V def2-TZVPD RIJCOSX def2/J DEFGRID3
* xyz 1 1
C -0.994 -2.931 -0.610
C -0.150 -1.786 -0.762
O 0.424 -1.563 -1.910
N 0.188 -0.973 0.225
C 0.816 0.415 0.109
N 1.762 0.336 -0.930
C 1.196 1.070 1.545
C -0.071 1.876 1.440
N -0.072 1.504 -0.083
N -1.222 1.255 -0.807
H -1.291 -3.262 -1.701
H -0.411 -3.727 -0.008
H -1.989 -2.595 -0.003
H 1.194 -0.796 -1.740
H -0.240 -1.107 1.074
H 2.553 -0.079 -0.479
H 1.996 1.219 -1.280
H 2.119 1.711 1.368
H 1.228 0.278 2.294
H -0.934 1.624 2.050
H 0.005 3.039 1.464
H -1.262 1.877 -1.662
H -2.060 1.048 -0.198
*
```

The total energy comes out at -492.26719 Ha.

---

A cluster of 2 separate species, C5H13N5 in total at a distorted geometry, computed with wB97M-V/def2-TZVPD.

Structure (ORCA input):
```
! wB97M-V def2-TZVPD RIJCOSX def2/J DEFGRID3
* xyz 2 1
C -2.442 0.655 0.253
C 0.443 -2.101 -0.112
C -3.143 2.766 -0.221
C -2.098 -1.931 0.321
C 0.913 -0.696 -0.249
N -2.303 1.844 -0.075
N -0.953 -2.135 -0.490
N -2.288 -0.438 0.610
N 1.893 -0.218 0.381
N 3.682 1.683 0.073
H 1.051 -2.566 -1.077
H 0.614 -2.501 0.890
H -2.667 3.743 -0.193
H -4.182 2.689 -0.429
H -3.061 -2.305 -0.213
H -1.998 -2.678 1.229
H 0.538 0.071 -0.896
H -1.166 -1.749 -1.403
H 3.066 0.845 0.128
H 2.299 -0.830 1.139
H 3.021 2.453 0.111
H 4.427 1.930 -0.570
H 4.353 1.469 0.792
*
```

The total energy comes out at -471.35744 Ha.

---

A cluster of 2 separate species, C5H13NO in total at a distorted geometry, computed with wB97M-V/def2-TZVPD.

Structure (ORCA input):
```
! wB97M-V def2-TZVPD RIJCOSX def2/J DEFGRID3
* xyz -1 2
C 1.141 2.640 -0.811
C 0.567 1.384 -1.488
N 2.218 0.051 0.488
C 0.789 -0.146 0.545
C -0.016 0.551 -0.334
C 0.139 -1.023 1.567
H 0.330 3.214 -0.381
H 1.847 3.138 -1.458
H 1.745 2.116 0.040
H -0.214 1.687 -2.199
H 1.288 0.657 -1.914
H 2.647 -0.720 1.041
H 2.428 -0.291 -0.473
H -1.014 0.770 0.176
H 0.232 -0.640 2.550
H 0.833 -1.874 1.720
H -0.850 -1.371 1.256
H -4.610 -2.811 -0.808
H -4.288 -2.858 0.776
O -3.953 -2.727 -0.077
*
```

The total energy comes out at -328.18369 Ha.

---

A cluster of 3 separate species, C5H13NO in total at a distorted geometry, computed with wB97M-V/def2-TZVPD.

Structure (ORCA input):
```
! wB97M-V def2-TZVPD RIJCOSX def2/J DEFGRID3
* xyz -1 2
C 0.378 -0.970 1.067
N 0.213 0.462 1.229
C -1.120 1.077 1.225
C -2.204 -0.070 -1.049
C -1.412 0.803 -1.800
O 1.686 0.083 -1.403
C 1.840 -1.290 0.896
H -0.218 -1.394 0.213
H -0.087 -1.276 1.984
H 0.563 0.827 0.311
H -0.837 2.115 1.030
H -1.442 0.899 2.210
H -1.874 0.609 0.305
H -2.410 -1.157 -1.241
H -1.640 1.857 -1.947
H -0.508 0.451 -2.315
H 2.057 0.231 -2.276
H 2.419 -1.533 1.765
H 2.377 -0.583 0.165
H 1.731 -2.246 0.381
*
```

The total energy comes out at -328.07729 Ha.

---

A cluster of 2 separate species, C5H13NO in total at a distorted geometry, computed with wB97M-V/def2-TZVPD.

Structure (ORCA input):
```
! wB97M-V def2-TZVPD RIJCOSX def2/J DEFGRID3
* xyz 0 1
C 1.967 -0.711 -0.968
C 1.274 0.063 -0.159
N 1.405 0.380 1.196
C 0.057 0.687 -0.726
C -1.275 0.403 -0.168
C -2.390 1.341 -0.277
H 1.608 -1.107 -1.935
H 2.964 -0.930 -1.017
H 1.049 1.332 1.393
H 2.368 0.446 1.476
H -0.035 0.601 -1.898
H 0.448 1.855 -0.569
H -1.061 0.172 0.947
H -1.578 -0.610 -0.505
H -3.208 1.240 -0.971
H -2.288 2.457 -0.541
H -2.905 1.249 0.680
O 0.365 -3.324 1.301
H 0.000 -2.405 1.512
H 1.236 -3.139 1.229
*
```

The total energy comes out at -328.20623 Ha.

---

A cluster of 2 separate species, C5H13NO in total at a distorted geometry, computed with wB97M-V/def2-TZVPD.

Structure (ORCA input):
```
! wB97M-V def2-TZVPD RIJCOSX def2/J DEFGRID3
* xyz 0 1
C 0.920 1.009 1.177
C -0.511 0.595 0.827
C -1.051 1.348 -0.380
C -0.430 0.612 -1.549
C -0.497 -0.846 -1.101
N -0.531 -0.841 0.374
H 1.052 2.095 1.270
H 1.494 0.463 1.940
H 1.611 0.771 0.343
H -1.103 0.554 1.736
H -0.843 2.421 -0.282
H -2.141 1.247 -0.430
H 0.585 1.041 -1.523
H -0.954 0.714 -2.513
H -1.376 -1.350 -1.569
H 0.357 -1.375 -1.530
H -1.360 -1.333 0.671
O 1.720 -2.491 1.233
H 1.080 -1.808 0.938
H 1.979 -2.825 0.367
*
```

The total energy comes out at -328.28528 Ha.

---

A cluster of 2 separate species, C5H13NO in total at a distorted geometry, computed with wB97M-V/def2-TZVPD.

Structure (ORCA input):
```
! wB97M-V def2-TZVPD RIJCOSX def2/J DEFGRID3
* xyz 0 1
C -0.916 -1.022 1.657
C -1.462 -0.574 0.315
C -2.759 -1.215 -0.073
C -0.661 0.143 -0.478
C -1.153 0.581 -1.827
N 0.592 0.643 -0.065
H -0.280 -0.264 2.120
H -1.713 -1.262 2.362
H -0.290 -1.924 1.606
H -3.419 -0.627 -0.707
H -2.569 -2.181 -0.565
H -3.313 -1.527 0.815
H -1.564 -0.287 -2.361
H -0.456 1.013 -2.547
H -2.002 1.271 -1.795
H 1.214 -0.027 0.374
H 1.111 0.959 -0.877
O 6.276 1.991 0.412
H 6.886 2.736 0.369
H 6.477 1.570 1.264
*
```

The total energy comes out at -328.27699 Ha.

---

An isolated molecule of C5H13NO at a distorted geometry, computed with wB97M-V/def2-TZVPD.

Structure (ORCA input):
```
! wB97M-V def2-TZVPD RIJCOSX def2/J DEFGRID3
* xyz 0 1
C -0.443 -2.936 -0.166
N -0.407 -1.493 -0.692
C -0.992 -0.546 0.173
C -0.924 0.877 -0.293
C 0.626 1.500 -0.425
C 1.236 1.614 1.026
O 0.800 2.781 -0.990
H -1.394 -3.500 -0.411
H -0.494 -2.822 0.906
H 0.460 -3.527 -0.366
H 0.551 -1.271 -0.605
H -0.567 -0.654 1.203
H -2.070 -0.754 0.266
H -1.532 0.745 -1.188
H -1.461 1.561 0.361
H 1.208 0.797 -1.047
H 1.078 0.774 1.764
H 2.237 1.740 0.805
H 0.927 2.565 1.545
H 1.160 2.549 -1.864
*
```

The total energy comes out at -328.23525 Ha.

---

A cluster of 2 separate species, C5H13NO in total at a distorted geometry, computed with wB97M-V/def2-TZVPD.

Structure (ORCA input):
```
! wB97M-V def2-TZVPD RIJCOSX def2/J DEFGRID3
* xyz 0 1
C 0.626 -1.136 2.818
C 2.041 -0.789 2.497
N 2.265 0.425 1.924
O 2.977 -1.510 2.802
H 0.452 -1.143 3.892
H 0.401 -2.172 2.540
H -0.092 -0.557 2.243
H 3.226 0.680 1.779
H 1.520 1.002 1.560
C -0.532 1.426 -2.572
C -1.013 0.008 -2.290
C -2.067 -0.101 -1.193
H 0.007 1.811 -1.701
H 0.148 1.419 -3.422
H -1.346 2.118 -2.818
H -0.147 -0.642 -2.156
H -1.452 -0.414 -3.210
H -2.181 -1.095 -0.737
H -3.050 0.118 -1.591
H -1.783 0.553 -0.365
*
```

The total energy comes out at -328.31187 Ha.

---

Which of these has the lowest total energy? C5H13N4O